1.
{"formula": "C2H3ClN2O", "method": "ωB97M-V/def2-TZVPD", "spin_multiplicity": 1, "homo_energy_ha": -0.388, "de_lowest_ev": 1.111, "smiles": "[H]/N=C\\Cl.N=C=O", "energy_ha": -722.91279, "species": ["H", "N", "C", "Cl", "H", "N", "C", "O", "H"], "xyz": [[1.7623, 0.2260, 0.9042], [1.3952, 0.8059, 0.1314], [0.9123, 0.1738, -0.8464], [0.8849, -1.5868, -0.9185], [0.6812, 0.5648, -1.8004], [-1.2865, 0.0067, -0.0553], [-1.4335, 0.0768, 1.0963], [-1.1731, 0.2186, 2.2146], [-1.7426, -0.4858, -0.7257]], "atomic_forces_ev_per_a": [[-0.55, 0.20, -0.57], [0.13, -0.29, -0.90], [2.32, -0.22, 2.09], [0.21, -0.52, -0.24], [-0.61, 0.76, -0.60], [-0.47, 1.14, -2.65], [1.31, 0.27, 3.57], [-0.78, 0.17, 1.40], [-1.56, -1.51, -2.10]], "nbo_charge": [0.3622, -0.6201, 0.1307, -0.0884, 0.1914, -0.7494, 0.8600, -0.5002, 0.4138]}

2.
{"formula": "C2H3ClN2O", "method": "ωB97M-V/def2-TZVPD", "spin_multiplicity": 1, "homo_energy_ha": [-0.309, -0.303], "de_lowest_ev": 6.691, "energy_ha": -722.70774, "species": ["C", "C", "N", "N", "O", "Cl", "H", "H", "H"], "xyz": [[0.9075, 1.5694, 0.2610], [0.6784, -0.7732, -0.3425], [1.1396, 0.4519, -0.0850], [-1.8190, -0.3139, 0.7456], [-1.1468, -1.0533, 0.1221], [-2.9793, 0.6272, -0.4675], [1.4438, 2.3252, 0.6779], [0.8877, -1.3157, -1.3579], [0.8881, -1.5175, 0.4463]], "atomic_forces_ev_per_a": [[-1.60, -2.00, -0.36], [3.38, -1.88, -1.37], [-1.34, -0.86, -0.49], [0.72, 0.08, -0.84], [-2.01, -0.30, 0.90], [-0.16, 0.24, 0.05], [1.66, 2.12, 0.72], [-0.61, 1.79, 1.60], [-0.04, 0.81, -0.19]], "nbo_charge": [0.1381, -0.1902, -0.2963, 0.1647, -0.2375, -0.2148, 0.1973, 0.2251, 0.2137]}